A structure of composition C8H21I2OP2Y in a non-equilibrium geometry, computed with ωB97M-V/def2-TZVPD.

Summary:
Gap between HOMO and LUMO (spin up / spin down) in eV: 5.187 / 4.299
Total charge: +2
ΔE to the lowest compared entry with this formula, charge and spin in eV: 0.314

Cartesian coordinates (Å):
I 0.8441 -0.8844 -3.3959
I -1.4973 -2.7879 0.4150
Y -0.0727 -0.4739 -0.5576
P 2.1099 -1.5447 0.9793
C 1.9980 -2.3553 2.6439
C 2.4623 -3.0082 -0.0572
H 3.3399 -3.4891 0.3944
H 4.4553 -1.5628 1.4497
H 2.6548 -2.7159 -1.0951
H 4.0942 -0.3504 0.1593
H 1.1461 -3.0376 2.6894
H 1.6189 -3.7059 -0.0762
C 3.7697 -0.7717 1.1160
H 2.9327 -2.8980 2.8242
H 3.7639 0.0557 1.8343
H 1.8461 -1.6047 3.4242
P -2.1246 1.4144 -1.1060
C -3.7011 1.7223 -0.1872
C -1.7517 3.1567 -1.6475
H -2.0042 0.5703 -3.4033
H -3.5597 1.4256 -2.9996
H -3.2441 -0.2686 -2.4799
C -2.7938 0.7155 -2.6551
H -0.9020 3.1826 -2.3432
H -2.6714 3.5285 -2.1332
H -4.3647 2.3262 -0.8201
H -3.5158 2.2421 0.7589
H -1.4864 3.7984 -0.7941
H -4.1815 0.7705 0.0599
C -1.1410 -0.1109 1.7167
O -1.6244 -0.1269 2.7680
C 0.7885 1.4467 0.4922
H 1.5074 1.9750 -0.1559
H 1.3059 1.2051 1.4283
H -0.0013 2.1616 0.7536